# 1
Computed, not measured: a molecular structure, C12H26N2O12V3 in a non-equilibrium geometry, with ωB97M-V/def2-TZVPD.

## Properties
Total charge   +2
Spin multiplicity   4
Expectation value of S²   3.874
Maximum force   8.695 eV Å⁻¹
Frontier orbital gap (alpha / beta)   0.210 / 0.229 hartree
ΔE to the lowest compared entry with this formula, charge and spin   0.0 kcal per mole
LUMO (alpha / beta)   -9.23 / -8.71 eV

Each line ends with the Mulliken spin population.
CARTESIAN COORDINATES (ANGSTROEM)
O 0.2102 2.3793 0.3220  0.026
H 5.7618 -0.3923 0.6661  0.000
V -0.6464 0.0071 -2.2205  1.262
H -3.7265 -3.1023 0.4986  0.000
H -3.2038 -1.5350 1.1772  0.000
H 0.7084 0.5660 4.5624  0.001
H 1.9478 -2.5298 0.2591  -0.002
H 1.2451 2.9702 4.3534  0.001
H -3.8879 0.4416 -0.5555  -0.002
O -3.5411 -1.5250 -0.8587  0.003
V 0.6254 3.4250 -1.7082  1.310
O 3.1117 1.1841 1.1967  -0.259
C 1.5656 -0.7505 3.0552  0.000
O -1.3092 2.1321 -1.0576  0.006
C 0.7190 0.4668 3.4712  0.003
H 5.3617 0.1976 -0.9697  -0.001
O 1.7829 0.0038 -1.6637  0.012
C -4.2157 -0.3613 -1.2286  0.011
C -3.8351 -2.0268 0.4217  0.000
H -2.7606 1.5527 -2.3133  0.003
H -0.0589 3.2296 3.2346  0.000
C -4.0924 -1.1791 -3.6157  0.002
V 1.8050 0.8256 0.3831  1.215
C 5.2217 -0.6131 -0.2607  0.001
H -2.7521 1.0922 -3.8245  0.005
H -4.8290 -1.7017 0.7499  0.000
O 1.1135 1.5820 2.7626  0.008
C 2.0404 1.0724 -2.2450  -0.001
O -0.2973 4.0484 -2.8392  -0.307
H -3.5459 -2.0722 -3.3247  0.000
H 4.2161 -1.5986 2.0328  -0.001
H -0.3370 0.1773 3.3076  -0.002
C 2.3275 -2.2210 1.2401  0.003
C 3.7839 -1.9138 1.0743  -0.005
H -4.9259 0.6609 -2.9278  0.001
H -5.3002 -0.5476 -1.1610  0.000
O 2.3525 1.9797 -1.4237  0.013
H 1.2620 -1.6087 3.6532  0.002
O 3.8898 -1.0060 0.0006  0.005
H 4.3425 -2.8304 0.8591  0.000
N 1.4832 -1.0611 1.5778  -0.012
H 5.7750 -1.4760 -0.6557  0.000
H 0.5065 -1.3386 1.4843  0.011
H 2.5781 -0.4439 3.3200  -0.001
H 1.5450 3.5696 2.6792  -0.001
N -2.7415 0.7024 -2.8774  -0.019
H -3.8498 -0.8548 -4.6302  0.000
O -1.0243 -1.4653 -1.8359  -0.276
C -4.0920 0.0023 -2.6857  -0.014
O -0.5102 0.4981 -0.0427  0.001
H 2.2347 -3.1267 1.8454  0.000
H -5.1201 -1.5437 -3.7254  0.000
O 0.9413 1.4520 -2.8481  0.000
C 0.9789 2.8803 3.3003  0.003
C -0.8345 1.7262 0.0106  -0.006

***

# 2
Computed, not measured: a single C12H26N4O3 molecule in a non-equilibrium geometry, with ωB97M-V/def2-TZVPD.

## Properties
SMILES string   NCCCC[C@H](NC(=O)[C@@H](N)CCCCN)C(=O)O
Total charge   0
Maximum force   4.717 eV Å⁻¹
Frontier orbital gap   0.352 hartree
ΔE to the lowest compared entry with this formula, charge and spin   57.6 kcal per mole
LUMO   0.57 eV

Each line ends with the Löwdin charge.
CARTESIAN COORDINATES (ANGSTROEM)
H 3.4022 2.0225 0.1700  0.049
H -1.8253 -3.3988 1.4511  0.126
C -3.0533 -1.5472 -0.4674  -0.209
H 1.9466 -1.3970 -1.9706  0.153
H -2.9791 -1.2716 -1.5539  0.137
H -2.0775 -1.8157 2.1005  0.105
C -4.6493 1.9871 0.2425  -0.298
C -3.1433 -0.2519 0.2651  -0.194
H 2.0831 -0.0916 0.9799  0.154
C 4.9574 0.8757 0.8811  -0.277
H -3.1771 -0.5362 1.4323  0.139
H -1.4660 -3.0415 -0.5645  0.160
N 3.7026 1.5928 1.0658  -0.052
H 5.7016 1.6392 0.3913  0.123
C -1.7803 -2.1330 -0.0328  -0.377
H -4.6701 2.1364 1.3268  0.096
H 4.2320 -1.0376 -2.0957  0.117
H 2.7802 -2.0071 -0.4553  0.126
H 3.7254 0.6610 -1.7769  0.127
N 0.3973 -1.0499 0.3856  0.074
H -2.2517 0.4401 0.0106  0.115
O 1.8392 1.9822 -0.9853  0.080
H 3.8155 2.4235 1.7379  0.111
H -4.5830 0.4420 -1.1883  0.086
H 0.5046 -1.5877 1.2183  0.125
C -0.6242 -1.1827 -0.5484  -0.449
O -0.5569 -0.7235 -1.6584  0.105
H -3.6730 2.6920 -1.4868  0.091
H 4.3200 -1.3018 0.5221  0.123
H -5.2389 -0.0880 0.3210  0.096
C 1.1896 1.2102 -0.3232  -0.393
H 5.2805 0.5969 1.9324  0.113
C 3.8586 -0.3581 -1.2684  -0.231
H -2.7568 2.7929 -0.0170  0.055
H -5.7384 2.3865 0.0437  0.129
C 4.7632 -0.3900 -0.0729  -0.213
H -3.9830 -2.2135 -0.3570  0.153
H -0.3833 0.9150 0.7145  0.044
C 2.4643 -1.0279 -0.9779  -0.159
N -1.5500 -2.3600 1.3469  0.012
C 1.5804 -0.3223 -0.0056  -0.252
C -4.4845 0.5262 -0.1403  -0.203
N -3.6899 2.9119 -0.4496  -0.023
H 5.8239 -0.7092 -0.3431  0.114
O -0.0334 1.6095 0.1998  0.093

***

# 3
Computed, not measured: a single C12H26N6O3 molecule in a non-equilibrium geometry, with ωB97M-V/def2-TZVPD.

## Properties
SMILES string   [H]/N=C(/N)NCCC[C@H](NC(=O)[C@@H](N)CCCCN)C(=O)O
Total charge   0
Maximum force   8.521 eV Å⁻¹
Frontier orbital gap   0.334 hartree
ΔE to the lowest compared entry with this formula, charge and spin   188.6 kcal per mole
LUMO   0.40 eV

Each line ends with the Löwdin charge.
CARTESIAN COORDINATES (ANGSTROEM)
N 2.8805 2.9602 -0.6425  0.109
H -1.1809 -1.1691 -1.5899  0.139
C -1.9172 1.1947 -0.9646  -0.401
H 2.9744 3.1623 0.3216  0.048
C 1.0838 2.0339 0.6707  -0.412
H 1.2436 1.8712 -1.2990  0.139
H -6.6768 0.9343 1.2392  0.058
H 3.7489 -2.1087 1.7152  0.124
C -0.8020 -0.9132 -0.5105  -0.108
H -3.7625 -0.9595 -1.4919  0.119
C 4.8415 -1.7391 -0.2283  -0.361
H 3.6687 0.6081 1.1348  0.118
H 3.7566 2.7012 -0.9517  0.043
H 1.4041 -0.1275 -0.9757  0.127
C -5.1777 -0.0968 0.4237  -0.473
N -4.7043 0.8651 -0.4636  0.051
H -3.2343 2.2625 -0.2387  0.059
N 6.1030 -1.0191 -0.0223  -0.019
H -2.1155 -2.0764 0.8681  0.127
H -4.8528 -2.0993 1.0184  0.154
C 2.9654 -0.2573 0.9690  -0.195
H -4.2048 0.4160 -1.3068  0.022
N -0.0047 1.1750 0.6304  0.133
H -3.2532 -2.4441 -0.9297  0.089
O 1.2348 2.9877 1.5755  -0.003
H -6.7691 -0.7579 1.7389  0.163
C 3.6155 -1.5996 0.6919  -0.236
H 0.0766 0.9732 -1.6037  0.124
H 5.0407 -2.8767 -0.3587  0.122
N -6.0852 0.1721 1.5527  0.059
H 2.8792 -2.2927 0.0027  0.150
H 6.1066 -0.9432 1.0503  0.098
H 2.3285 -0.1223 1.8619  0.112
C 1.9526 1.8597 -0.4098  -0.396
H 4.6170 -1.5744 -1.3491  0.112
C -0.5125 0.5966 -0.7669  -0.179
N -4.7641 -1.3774 0.2493  0.001
O -2.6914 0.9451 -1.8711  0.038
O -2.3557 2.0834 0.0619  0.067
H -2.3209 -0.3050 1.0546  0.066
C -3.4691 -1.5085 -0.5114  -0.179
H 3.0996 0.0248 -1.2836  0.143
C 2.3900 0.3916 -0.3801  -0.142
H 5.9229 -0.0488 -0.2152  0.039
C -2.1889 -1.0457 0.3420  -0.127
H -0.1750 -1.8107 -0.1640  0.135
H -0.7159 1.0546 1.3558  0.142

***

# 4
Computed, not measured: a molecular structure, C12H26N6O6Ru in a non-equilibrium geometry, with ωB97M-V/def2-TZVPD.

## Properties
Total charge   +1
Spin multiplicity   6
Expectation value of S²   8.824
Maximum force   2.705 eV Å⁻¹
Frontier orbital gap (alpha / beta)   0.212 / 0.232 hartree
LUMO (alpha / beta)   -3.97 / -5.80 eV

Each line ends with the Mulliken spin population.
CARTESIAN COORDINATES (ANGSTROEM)
H 4.2145 -0.1301 -2.4412  -0.001
H -5.1365 1.4153 0.4876  -0.001
N -3.5419 0.5352 1.5432  0.015
O 0.9422 1.6764 -2.9900  0.437
H 1.3993 -3.8304 0.1358  0.000
O 2.2199 -4.2168 0.5065  0.000
N 0.6730 0.1539 1.4921  0.354
H 3.8142 -1.8263 -1.1168  0.013
H -1.1794 -0.9937 -4.7590  0.002
H -4.9116 -0.3205 0.1632  0.001
O 0.0177 -0.8115 2.2227  0.081
H -4.2948 -0.0305 3.3910  0.000
H 0.8412 0.1814 4.0130  0.006
H 3.9191 2.3565 2.4112  0.014
C 1.4429 1.0229 2.1655  0.292
N -1.6642 1.4703 0.2084  0.003
C -4.8719 0.4514 0.9457  0.001
N 0.3904 0.7037 -2.3504  0.056
C 3.0068 -1.0915 -1.2550  0.058
O 3.4975 0.1149 -1.8331  0.002
N 1.8121 1.8097 -0.0055  0.331
O 2.2667 2.7780 -0.8577  0.101
N -0.7155 -1.0135 -0.8021  0.120
C -1.0348 -1.1665 -2.1144  0.069
H -5.5769 0.1903 1.7376  0.000
H -2.3212 -2.1128 -3.5791  0.001
H 3.7235 3.3070 0.9121  0.004
H 0.5617 -0.7350 -4.8681  0.008
H 2.2244 -1.5227 -1.9002  0.001
C -2.1625 -2.0694 -2.5026  0.003
C -2.5425 1.0171 0.8569  0.028
H -3.0975 -1.6967 -2.0732  0.002
C 2.1815 1.8879 1.2942  0.323
H 2.7251 3.6865 2.3359  0.024
H 2.5436 -0.8209 -0.2869  -0.042
H 2.3660 1.0970 4.0997  0.006
C 1.3712 1.0658 3.6470  -0.010
H -2.9020 -1.0181 2.8576  0.000
C -3.3296 -0.0078 2.8870  0.001
C 3.1921 2.8730 1.7629  -0.020
H -0.5400 0.6707 -4.9280  0.005
Ru 0.5594 0.4082 -0.4331  2.279
H -0.4757 -1.3398 1.4873  0.001
H 1.8735 2.5237 -1.7593  -0.001
H -2.6357 0.6346 3.4364  0.001
O -1.2646 -1.7518 0.1153  0.325
C -0.3395 -0.2621 -2.9870  0.085
H 2.3231 -3.8045 1.3866  0.000
C -0.3740 -0.3143 -4.4727  -0.001
H -2.0103 -3.1006 -2.1726  0.000
H 0.8199 1.9562 3.9859  0.022

***

# 5
Computed, not measured: a molecular structure, C12H26NO2P2Sc in a non-equilibrium geometry, with ωB97M-V/def2-TZVPD.

## Properties
Total charge   +1
Spin multiplicity   2
Expectation value of S²   0.761
Maximum force   13.004 eV Å⁻¹
Frontier orbital gap (alpha / beta)   0.178 / 0.235 hartree
LUMO (alpha / beta)   -5.00 / -4.83 eV

Each line ends with the Mulliken spin population.
CARTESIAN COORDINATES (ANGSTROEM)
C 1.3903 3.3034 0.2588  -0.001
C 1.5069 -0.0020 1.1909  0.117
H -0.0124 3.8382 -2.3570  0.000
H -0.9556 0.4106 0.9670  0.024
O 2.4491 -0.0048 1.8881  0.052
H -2.2794 -0.0858 6.3972  0.002
H -1.5330 3.2134 1.2911  -0.001
H -2.3995 2.8187 -0.2242  -0.001
H 0.1434 -3.8169 -2.3863  0.002
O 0.0211 1.2502 1.8261  0.012
P -0.0218 -2.3138 -0.4302  -0.013
C -2.3851 1.1578 4.7088  -0.005
H -3.2733 1.6635 5.0736  0.001
H -1.4327 4.3382 -0.1130  0.001
H 2.3282 2.8776 -0.1341  0.003
C -1.8100 1.5771 3.3790  0.091
H 2.2739 -2.9402 0.0848  -0.001
P -0.0242 2.3184 -0.4068  -0.018
H 1.3185 4.3689 -0.0235  0.000
C -1.4870 3.2776 0.1911  0.011
H 1.1886 -3.2622 1.4647  -0.002
C 0.1878 -2.7267 -2.2158  0.015
C -0.6312 -0.5112 4.9804  -0.009
H 1.4060 3.2110 1.3574  0.000
C -1.8360 0.1885 5.4451  0.030
H 0.9232 2.3196 -2.6459  0.001
N -0.6013 0.8579 2.9926  -0.049
H -0.2024 -1.2992 5.5920  0.001
Sc 0.0000 0.0000 0.0000  0.651
C -0.0586 -0.1806 3.8188  0.033
H -1.7236 -3.1822 1.0905  -0.002
H -0.9497 -0.4808 0.9635  0.051
C -1.5638 -3.2374 0.0005  0.008
C 0.0092 2.7450 -2.2012  -0.001
H -2.4147 -2.7491 -0.5022  0.004
H -2.5854 1.4390 2.5963  0.001
H -0.6087 -2.2209 -2.7847  -0.001
H 1.2188 -4.4038 0.0681  0.001
H 0.8270 -0.7257 3.5333  -0.011
C 1.2881 -3.3435 0.3695  0.013
H 1.1588 -2.3323 -2.5561  0.002
H -1.2976 -0.0028 -1.1409  -0.013
H -0.8612 2.2750 -2.6865  0.001
H -1.5053 -4.2964 -0.3086  0.001

***

Please write out number 3 again, unchanged.
Computed, not measured: a single C12H26N6O3 molecule in a non-equilibrium geometry, with ωB97M-V/def2-TZVPD.

## Properties
SMILES string   [H]/N=C(/N)NCCC[C@H](NC(=O)[C@@H](N)CCCCN)C(=O)O
Total charge   0
Maximum force   8.521 eV Å⁻¹
Frontier orbital gap   0.334 hartree
ΔE to the lowest compared entry with this formula, charge and spin   188.6 kcal per mole
LUMO   0.40 eV

Each line ends with the Löwdin charge.
CARTESIAN COORDINATES (ANGSTROEM)
N 2.8805 2.9602 -0.6425  0.109
H -1.1809 -1.1691 -1.5899  0.139
C -1.9172 1.1947 -0.9646  -0.401
H 2.9744 3.1623 0.3216  0.048
C 1.0838 2.0339 0.6707  -0.412
H 1.2436 1.8712 -1.2990  0.139
H -6.6768 0.9343 1.2392  0.058
H 3.7489 -2.1087 1.7152  0.124
C -0.8020 -0.9132 -0.5105  -0.108
H -3.7625 -0.9595 -1.4919  0.119
C 4.8415 -1.7391 -0.2283  -0.361
H 3.6687 0.6081 1.1348  0.118
H 3.7566 2.7012 -0.9517  0.043
H 1.4041 -0.1275 -0.9757  0.127
C -5.1777 -0.0968 0.4237  -0.473
N -4.7043 0.8651 -0.4636  0.051
H -3.2343 2.2625 -0.2387  0.059
N 6.1030 -1.0191 -0.0223  -0.019
H -2.1155 -2.0764 0.8681  0.127
H -4.8528 -2.0993 1.0184  0.154
C 2.9654 -0.2573 0.9690  -0.195
H -4.2048 0.4160 -1.3068  0.022
N -0.0047 1.1750 0.6304  0.133
H -3.2532 -2.4441 -0.9297  0.089
O 1.2348 2.9877 1.5755  -0.003
H -6.7691 -0.7579 1.7389  0.163
C 3.6155 -1.5996 0.6919  -0.236
H 0.0766 0.9732 -1.6037  0.124
H 5.0407 -2.8767 -0.3587  0.122
N -6.0852 0.1721 1.5527  0.059
H 2.8792 -2.2927 0.0027  0.150
H 6.1066 -0.9432 1.0503  0.098
H 2.3285 -0.1223 1.8619  0.112
C 1.9526 1.8597 -0.4098  -0.396
H 4.6170 -1.5744 -1.3491  0.112
C -0.5125 0.5966 -0.7669  -0.179
N -4.7641 -1.3774 0.2493  0.001
O -2.6914 0.9451 -1.8711  0.038
O -2.3557 2.0834 0.0619  0.067
H -2.3209 -0.3050 1.0546  0.066
C -3.4691 -1.5085 -0.5114  -0.179
H 3.0996 0.0248 -1.2836  0.143
C 2.3900 0.3916 -0.3801  -0.142
H 5.9229 -0.0488 -0.2152  0.039
C -2.1889 -1.0457 0.3420  -0.127
H -0.1750 -1.8107 -0.1640  0.135
H -0.7159 1.0546 1.3558  0.142

***

Which value of total charge does entry 3 give?
0

***

Look up the maximum force of the second one.
4.717 eV Å⁻¹